{"formula": "C36H20Br2F3N5O4Rh", "method": "ωB97M-V/def2-TZVPD", "energy_ev": -204542.6279, "e_lumo_ev": [1.31, 1.31], "total_charge": -1, "symbols": ["C", "C", "C", "O", "H", "Br", "C", "H", "H", "C", "C", "H", "C", "C", "C", "C", "C", "O", "N", "Br", "C", "H", "C", "H", "N", "H", "C", "F", "C", "F", "C", "H", "C", "C", "N", "H", "H", "H", "H", "O", "C", "C", "N", "C", "Rh", "C", "C", "C", "C", "C", "C", "C", "C", "F", "C", "H", "C", "H", "H", "C", "H", "N", "C", "H", "C", "O", "H", "H", "C", "H", "C"], "positions_angstrom": [[3.97578, 1.72269, 0.11594], [2.29714, -0.14216, 0.08617], [3.41416, -0.85042, -0.55320], [4.26584, 2.78570, 0.56464], [5.83424, -1.87612, 1.03518], [7.11214, 1.05134, 1.05253], [4.90525, -0.71709, -2.67068], [6.78137, -1.65719, -2.98867], [-0.55097, -4.66984, -3.86873], [4.05718, -1.88168, 0.01396], [6.41662, -1.05859, -0.83949], [1.61529, -1.41476, 2.87737], [-1.99634, 1.91132, 0.78718], [-2.83058, 3.87414, 1.92104], [3.99678, -4.01020, 1.16281], [-2.44076, -2.71405, -3.71978], [-2.71018, -0.58493, 3.27311], [0.20963, 1.17975, 1.39461], [-1.00133, -0.28528, 6.33644], [-4.19715, 5.17321, 2.19765], [6.03650, 0.31526, -0.30587], [1.45959, -4.77460, -2.40892], [5.52430, -5.86407, 0.29868], [-1.49303, 4.76809, 3.36929], [0.21493, -1.88954, -1.25208], [0.29104, 3.10772, 3.01187], [-1.25282, -2.83264, -2.96420], [6.83619, -6.07931, 0.10270], [-3.01453, 2.87316, 1.03128], [5.16788, -6.54538, 1.39966], [-1.89197, -0.84297, -1.68558], [1.07152, -0.83332, 4.38825], [5.57868, -2.06654, -0.02127], [-0.38389, -1.31974, 3.03002], [-1.50915, 0.01357, -0.63411], [6.75154, -3.79157, -0.88024], [2.43112, -2.61175, 1.31672], [-3.29932, 0.99668, -0.60723], [-3.77296, -0.00373, -2.21168], [2.69374, 1.22819, 0.24399], [-3.30652, -1.70013, -3.44912], [5.19472, -4.40579, 0.41671], [0.88161, -1.38475, 3.56724], [-1.20607, -0.51151, 5.21766], [0.35467, -0.35987, 0.09233], [3.42740, -2.81593, 0.93182], [4.06589, -0.02145, -1.64408], [-0.34416, -3.90189, -3.13070], [1.00308, -2.91154, -1.42325], [-1.43715, -0.82998, 3.85430], [-0.76275, 1.98572, 1.51109], [4.85975, 0.80791, -0.65428], [-2.29413, 0.93497, -0.19331], [4.88389, -6.44336, -0.73829], [-1.62446, 3.96840, 2.65088], [3.27962, 0.55965, -2.11759], [6.08784, -1.17980, -2.30546], [3.49468, -4.73561, 1.78884], [-3.95023, 2.79577, 0.49012], [-0.95974, -1.86929, -1.98180], [7.46829, -1.25646, -0.63701], [-3.74553, -0.37157, 2.79967], [-0.63733, 3.05322, 2.45741], [-4.22061, -1.60625, -4.02218], [-3.04107, -0.77223, -2.41928], [-0.57836, -1.69930, 1.85697], [4.54068, -0.76959, -3.69053], [-2.65386, -3.44200, -4.49382], [5.91708, -3.50498, -0.24736], [1.90130, -2.92378, -0.83532], [0.75574, -3.95535, -2.34456]], "atomic_forces_ev_per_a": [[-0.3501, -0.4773, -0.1285], [-1.9895, 0.7920, -1.2232], [-0.0889, -0.0905, -0.2247], [0.0525, 0.3189, 0.1362], [-0.0409, 0.0180, 0.0923], [0.0011, -0.0607, 0.0666], [-0.1500, 0.1042, -0.0048], [-0.0547, 0.0283, 0.0478], [-0.0046, 0.0406, 0.0421], [0.2795, -0.2572, 0.4357], [-0.0241, -0.0020, 0.0334], [-0.0747, 0.1244, 0.0136], [-0.0838, 0.1710, 0.0519], [0.0478, 0.2271, 0.1937], [0.1041, -0.2773, -0.1851], [0.0903, -0.1469, 0.0133], [0.0779, -0.1004, 0.1117], [0.3778, -0.0574, 0.1311], [0.0728, 0.0016, -0.2273], [0.0603, -0.0339, 0.0213], [0.3738, 0.0445, -0.0510], [0.0272, 0.0532, 0.0131], [-0.1068, 0.1771, 0.0344], [-0.0222, -0.0219, -0.0160], [-0.5479, -0.0978, -0.1515], [-0.0280, -0.0237, -0.0200], [0.0296, 0.0983, 0.0394], [0.0927, -0.0485, -0.0360], [0.0338, -0.2397, -0.1471], [0.0268, -0.0860, 0.0794], [0.2262, 0.1111, 0.3406], [-0.0010, 0.0285, -0.0092], [-0.0717, -0.1163, -0.3076], [-0.3290, 0.0881, -0.1196], [0.2884, -0.4914, -0.4007], [-0.0235, 0.0351, 0.0877], [0.1188, 0.0884, -0.0208], [0.0099, 0.0627, 0.0274], [0.0059, -0.0261, -0.0744], [0.4522, -0.2573, 0.4955], [-0.1416, 0.2397, 0.1039], [-0.1639, -0.1971, 0.1600], [0.0749, -0.1817, 0.0769], [-0.2192, -0.0367, -0.1203], [2.0831, 0.1246, 0.4079], [-0.1243, 0.1963, 0.1837], [0.0582, 0.0408, 0.1394], [-0.1339, -0.0786, -0.1758], [0.2823, -0.3231, -0.1596], [-0.1202, 0.2081, 0.2665], [-0.2763, 0.0278, -0.0396], [-0.2441, 0.0721, -0.3476], [-0.3753, 0.2580, 0.1239], [-0.0795, -0.0822, -0.0668], [-0.0888, 0.0169, 0.0118], [-0.0069, 0.1777, -0.0250], [0.0389, -0.0275, 0.1227], [0.0621, -0.0196, -0.0121], [0.0324, -0.0371, 0.0022], [0.1130, 0.0025, 0.0617], [0.0306, -0.0115, -0.0382], [0.2033, -0.0370, 0.0429], [0.0507, 0.0638, -0.0208], [-0.0036, 0.0304, 0.0478], [-0.4279, 0.0001, -0.2991], [-0.1027, -0.1876, 0.0621], [0.0091, -0.0194, 0.0730], [0.0244, 0.0070, 0.0365], [0.2180, 0.1570, 0.0083], [0.0962, -0.0673, 0.0448], [0.2728, -0.0171, 0.1680]]}